No. 1
Here is a 2-piece molecular cluster, C4H8N2O overall in a non-equilibrium geometry from the OMol25 dataset. Energies are from wB97M-V/def2-TZVPD.

Each line ends with the Löwdin charge.
CARTESIAN COORDINATES (ANGSTROEM)
C (1.322009, 0.362928, -1.271745)  -0.003
C (-0.183691, 0.432162, -0.788947)  -0.407
N (-0.782096, 1.632357, -0.548694)  0.088
C (-0.779617, -0.726998, -0.554583)  -0.195
N (-1.146888, -1.873065, -0.321774)  0.137
H (1.986741, 0.365024, -0.308640)  0.106
H (1.404446, 1.216370, -1.892686)  0.052
H (1.393651, -0.581540, -1.767724)  0.065
H (-1.685646, 1.490512, -0.211142)  0.076
H (-0.187666, 2.468018, -0.437546)  0.118
H (-1.071638, -2.371648, 0.620861)  0.079
C (-0.094247, -0.587264, 1.755536)  -0.199
O (-0.549262, -1.653049, 2.126914)  -0.063
H (0.960182, -0.484229, 1.615436)  0.075
H (-0.586277, 0.310423, 1.984735)  0.071

Atoms 1-2, force components in eV/Å:
C -1.8 -0.2 3.4
C 2.1 -1.4 0.1

As for the charge: 0. Its energy above the lowest of the compared OMol25 structures with the same formula, charge and spin is 440.31 kJ/mol. The value obtained for the HOMO energy is -7.47 eV. As for the SMILES: CC(N)=C=N.C=O. The LUMO energy is 0.751 eV.

No. 2
Here is C3H10I2Sb as an isolated structure in a non-equilibrium geometry from the OMol25 dataset. Energies are from wB97M-V/def2-TZVPD.

Each line ends with the Löwdin charge.
CARTESIAN COORDINATES (ANGSTROEM)
C (0.254810, 1.898808, 0.302832)  -0.164
C (-0.374685, 1.172733, -0.929975)  -0.461
C (-0.996748, -0.214362, -0.596800)  -0.982
I (-1.604157, -1.103020, -2.483726)  0.612
Sb (0.364649, -1.517108, 0.582835)  0.328
I (2.298312, -3.030381, 2.014933)  -0.194
H (1.325148, 1.672531, 0.343721)  0.048
H (0.093203, 2.979812, 0.209408)  0.057
H (-0.229794, 1.549421, 1.219018)  0.032
H (-1.126907, 1.857372, -1.359430)  0.076
H (0.360829, 1.024962, -1.734882)  0.065
H (-1.898802, -0.036346, 0.009985)  0.010
H (0.484834, -2.708458, -0.712313)  -0.128
H (-0.941362, -2.473413, 1.243979)  -0.114
H (0.260501, -0.463676, 1.972663)  -0.099
H (1.730168, -0.608874, -0.082246)  -0.087

Atoms 1-2, force components in eV/Å:
C -0.3 -0.4 -0.7
C -0.1 0.1 0.0

As for the charge: -1. Its energy above the lowest of the compared OMol25 structures with the same formula, charge and spin is 27.49 kJ/mol. The value obtained for the HOMO energy is -4.40 eV. The LUMO energy is 2.724 eV.

No. 3
Here is one molecule with the formula C2H4N4 in a non-equilibrium geometry from the OMol25 dataset. Energies are from wB97M-V/def2-TZVPD.

Each line ends with the Löwdin charge.
CARTESIAN COORDINATES (ANGSTROEM)
N (0.126769, 0.347041, 1.797342)  0.093
C (0.043579, 0.117907, 0.429383)  -0.415
C (0.062009, -1.083264, -0.294634)  -0.117
N (0.027672, -0.814119, -1.591233)  0.038
N (0.005786, 0.490434, -1.624944)  -0.108
N (-0.022483, 1.112452, -0.449707)  0.093
H (-0.375643, -0.329490, 2.355234)  0.086
H (-0.135331, 1.294434, 2.039916)  0.086
H (0.354423, -2.117544, -0.201544)  0.097
H (-0.087972, 0.990907, -2.490812)  0.147

Atoms 1-2, force components in eV/Å:
N -0.1 0.0 0.0
C 0.0 0.1 -0.1

As for the charge: 0. Its energy above the lowest of the compared OMol25 structures with the same formula, charge and spin is 97.78 kJ/mol. The value obtained for the HOMO energy is -8.78 eV. As for the SMILES: Nc1cn[nH]n1. The LUMO energy is 1.160 eV.

No. 4
Here is C50H38BrCoN9OS as an isolated structure in a non-equilibrium geometry from the OMol25 dataset. Energies are from wB97M-V/def2-TZVPD.

Each line ends with the Löwdin spin population.
CARTESIAN COORDINATES (ANGSTROEM)
Co (0.416739, 0.666760, 0.210117)  0.985
Br (-3.356096, -2.822752, 5.549826)  0.000
C (-2.137304, -2.094402, 4.283510)  0.000
C (-0.842654, -2.634060, 4.181136)  -0.001
C (0.032876, -2.142321, 3.254138)  0.001
C (-0.324413, -1.083030, 2.364847)  0.000
O (0.519953, -0.692288, 1.500544)  0.002
C (-1.640644, -0.529315, 2.519777)  0.000
C (-2.121058, 0.518057, 1.688179)  -0.003
N (-1.419322, 1.127803, 0.795803)  -0.003
C (-2.001042, 2.066244, -0.072889)  0.000
C (-3.329225, 2.408322, -0.158264)  0.001
C (-3.765185, 3.388874, -1.070856)  0.000
C (-2.879800, 4.057072, -1.866008)  0.000
C (-1.504309, 3.737433, -1.803536)  0.000
C (-0.514178, 4.409377, -2.554451)  -0.001
C (0.789476, 4.055694, -2.392173)  0.000
C (1.121226, 2.983423, -1.539552)  0.000
N (0.229931, 2.295931, -0.870374)  -0.004
C (-1.077631, 2.706150, -0.944419)  -0.001
C (-2.523489, -1.064586, 3.481339)  -0.001
H (-0.546060, -3.442956, 4.836809)  0.000
H (1.031667, -2.551220, 3.162018)  0.000
H (-3.168199, 0.789598, 1.831640)  0.000
H (-4.059835, 1.918494, 0.471473)  0.000
H (-4.822240, 3.614602, -1.137586)  0.000
H (-3.213473, 4.828981, -2.548029)  0.000
H (-0.803267, 5.205423, -3.230616)  0.000
H (1.581235, 4.565895, -2.923203)  0.000
H (2.151418, 2.672588, -1.428921)  0.000
H (-3.521802, -0.651582, 3.569365)  0.000
S (2.628376, 3.877454, 8.006297)  0.000
N (3.309317, 2.691829, 7.145151)  0.000
C (2.669102, 2.642967, 5.992354)  0.000
C (2.925895, 1.711786, 4.910559)  0.000
C (3.894921, 0.715195, 5.006025)  0.000
C (4.039027, -0.170746, 3.964276)  0.000
C (3.225889, -0.007026, 2.843960)  0.000
N (2.338658, 0.961888, 2.719872)  0.007
C (2.160618, 1.807025, 3.735817)  0.000
C (1.112505, 2.848833, 3.597880)  0.000
N (0.433057, 2.930474, 2.441570)  0.007
C (-0.509047, 3.851188, 2.342055)  0.000
C (-0.865576, 4.733736, 3.360446)  0.000
C (-0.173713, 4.664412, 4.543936)  0.000
C (0.837138, 3.713667, 4.670994)  0.000
C (1.631320, 3.608905, 5.881959)  0.000
N (1.504974, 4.367945, 6.954090)  0.000
H (4.503928, 0.659090, 5.899360)  0.000
H (4.764135, -0.972730, 4.000723)  0.000
H (3.294833, -0.689177, 2.002479)  0.000
H (-1.029685, 3.907154, 1.390953)  0.000
H (-1.661204, 5.449841, 3.206161)  0.000
H (-0.382804, 5.320276, 5.379699)  0.000
C (-2.706927, -2.799254, -5.289088)  0.000
C (-1.353109, -3.419122, -5.071795)  0.000
C (-0.907964, -4.470168, -5.862687)  0.000
C (0.325636, -5.069747, -5.651305)  0.000
C (1.122995, -4.630339, -4.607282)  0.000
C (0.700089, -3.584195, -3.800950)  0.000
C (-0.522771, -2.959355, -4.042624)  0.000
N (-0.993702, -1.895502, -3.244847)  0.001
C (-0.254293, -1.130405, -2.348409)  0.002
N (0.945042, -0.724173, -2.826407)  -0.001
C (2.099199, -0.245463, -2.134511)  -0.004
C (2.058094, 0.269332, -0.831636)  -0.024
C (3.290764, 0.744153, -0.351191)  -0.001
C (4.474715, 0.688909, -1.070657)  -0.001
C (4.464260, 0.168783, -2.354570)  0.000
C (3.280296, -0.292749, -2.905701)  -0.001
C (3.279520, -0.804467, -4.328741)  0.000
N (-0.709676, -0.787424, -1.195813)  0.031
C (-1.841309, -1.493398, -0.715404)  0.001
C (-3.125314, -0.993401, -0.917531)  0.003
C (-4.234864, -1.651284, -0.401467)  0.000
C (-4.063295, -2.818293, 0.327607)  0.003
C (-2.785709, -3.332322, 0.504490)  0.000
C (-1.663008, -2.699355, -0.019652)  0.002
C (-0.299828, -3.325484, 0.102282)  0.000
H (-3.150927, -3.166661, -6.212805)  0.000
H (-2.641487, -1.710612, -5.345098)  0.000
H (-3.389855, -3.050414, -4.470760)  0.000
H (-1.546226, -4.825634, -6.663344)  0.000
H (0.653814, -5.878432, -6.290958)  0.000
H (2.069732, -5.113421, -4.400665)  0.000
H (1.306922, -3.269573, -2.961542)  0.000
H (-1.977358, -1.928576, -3.025860)  0.000
H (1.101101, -0.960431, -3.790316)  0.000
H (3.305889, 1.223701, 0.617937)  0.001
H (5.396684, 1.065527, -0.640436)  0.000
H (5.373297, 0.136759, -2.945051)  0.000
H (4.289972, -0.784443, -4.734298)  0.000
H (2.655619, -0.183948, -4.981392)  0.000
H (2.920948, -1.835233, -4.398739)  0.000
H (-3.241945, -0.075232, -1.482457)  0.000
H (-5.228247, -1.256187, -0.578370)  0.000
H (-4.917374, -3.329324, 0.754167)  0.000
H (-2.649972, -4.254979, 1.058571)  0.000
H (-0.248597, -3.971182, 0.979475)  0.000
H (0.480523, -2.568089, 0.174488)  0.000
H (-0.096303, -3.941101, -0.780904)  0.000

Atoms 1-2, force components in eV/Å:
Co -0.4 0.2 -1.1
Br 0.0 0.0 0.0

Its spin multiplicity is 2. As for the charge: 0. Its energy above the lowest of the compared OMol25 structures with the same formula, charge and spin is 0.00 kJ/mol. The value obtained for the HOMO energy (spin up / spin down) is -7.04 / -7.01 eV. The LUMO energy (spin up / spin down) is -0.533 / -0.546 eV.

No. 5
Here is one molecule with the formula C5H7NO in a non-equilibrium geometry from the OMol25 dataset. Energies are from wB97M-V/def2-TZVPD.

Each line ends with the Löwdin charge.
CARTESIAN COORDINATES (ANGSTROEM)
N (3.092563, 0.703530, 0.748138)  0.148
C (2.236710, 0.191010, 0.162051)  -0.211
C (1.093772, -0.386309, -0.555464)  -0.095
C (-0.207155, 0.274669, -0.118380)  -0.552
O (-0.161608, 1.668458, -0.156324)  0.024
C (-1.495692, -0.337955, -0.545623)  -0.064
C (-1.083481, -0.393553, 0.906122)  -0.058
H (1.057632, -1.461451, -0.345238)  0.130
H (1.245372, -0.210980, -1.628415)  0.135
H (0.393901, 1.953906, 0.582237)  0.105
H (-2.280479, 0.365106, -0.797258)  0.112
H (-1.476940, -1.252023, -1.137642)  0.111
H (-0.797592, -1.361078, 1.309308)  0.105
H (-1.612087, 0.250056, 1.604215)  0.110

Atoms 1-2, force components in eV/Å:
N -0.8 -0.5 -0.6
C 0.7 0.5 0.6

As for the charge: 0. Its energy above the lowest of the compared OMol25 structures with the same formula, charge and spin is 131.79 kJ/mol. The value obtained for the HOMO energy is -10.46 eV. As for the SMILES: N#CCC1(O)CC1. The LUMO energy is 0.805 eV.

no.,E (eV)
1,-9301.830
2,-26010.559
3,-8098.301
4,-186433.331
5,-8834.837